[1]
This record from the Open Molecules 2025 dataset describes a 2-piece molecular cluster, C3H7N5O2 overall at a distorted geometry. The level of theory is wB97M-V/def2-TZVPD.

```
17
Properties=species:S:1:pos:R:3
O 0.9852 -1.8477 0.6169
C 0.6617 -1.0580 -0.2288
O 1.2684 -0.8141 -1.3706
N -0.6930 -0.5930 -0.2916
C -1.7322 -0.9915 0.4678
N -2.7821 -0.2997 0.1061
N -2.3742 0.4962 -0.9080
N -1.1343 0.3296 -1.1570
H 1.8873 -1.5290 -1.5729
H -1.6635 -1.7335 1.2565
C 1.9471 2.2385 0.5492
N 2.0856 1.0508 1.3809
H 2.3710 2.0412 -0.4454
H 0.9035 2.5627 0.4027
H 2.5080 3.0706 0.9977
H 2.7076 0.3642 0.9667
H 1.2093 0.7881 1.8205
```

As for the lowest unoccupied orbital energy: -0.17 eV. The calculation puts the total energy at -14768.1769 eV. For the gap between HOMO and LUMO, the calculation gives 8.99 eV. As for the structure (SMILES): O=C(O)n1cnnn1.CN.

natural (NBO) atomic charge list, values in e, 8 entries: number 1, O, carries -0.563; number 2, C, carries 0.924; number 3, O, carries -0.653; number 4, N, carries -0.291; number 5, C, carries 0.173; number 6, N, carries -0.283; number 7, N, carries -0.045; number 8, N, carries -0.032


[2]
This record from the Open Molecules 2025 dataset describes a 2-piece molecular cluster, CH8N2Si2 overall at a distorted geometry. The level of theory is wB97M-V/def2-TZVPD.

```
13
Properties=species:S:1:pos:R:3
H 0.1887 2.3942 -0.6172
N 0.5504 1.5983 -0.1993
Si 1.4331 0.2776 -0.5562
C 1.8519 -0.7668 1.0225
H 2.2962 -0.2475 -1.6554
H 2.9408 -0.5900 1.2191
H 1.3641 -0.3763 1.8894
H 1.5650 -1.7847 1.1819
N -2.6184 -0.3824 -0.7405
Si -2.3335 0.3879 0.6108
H -2.3924 -1.3025 -1.0845
H -2.3869 -0.4786 1.8869
H -2.4297 1.7795 0.6466
```

As for the lowest unoccupied orbital energy: 0.00 eV. The calculation puts the total energy at -19899.1609 eV. For the gap between HOMO and LUMO, the calculation gives 8.83 eV. As for the structure (SMILES): [H]/N=[SiH]/C.N=[SiH2].

natural (NBO) atomic charge list, values in e, 8 entries: number 1, H, carries 0.386; number 2, N, carries -1.358; number 3, Si, carries 1.573; number 4, C, carries -1.129; number 5, H, carries -0.200; number 6, H, carries 0.245; number 7, H, carries 0.251; number 8, H, carries 0.252


[3]
This record from the Open Molecules 2025 dataset describes C5H9NO2 in the gas phase at a distorted geometry. The level of theory is wB97M-V/def2-TZVPD.

```
17
Properties=species:S:1:pos:R:3
C -0.6296 -1.8959 -0.5740
C -1.1592 -0.7141 -0.3666
N -2.0036 0.0457 -1.2373
C -0.7327 0.1958 0.7266
C 0.5346 0.9426 0.0308
C 1.6919 0.7834 0.9747
O 1.8175 1.2260 2.1415
O 2.7774 0.2928 0.2503
H -0.7578 -2.2802 -1.5914
H 0.0052 -2.6301 0.0337
H -2.3380 0.8624 -0.9220
H -2.3719 -0.2029 -2.1093
H -0.2545 -0.3988 1.5994
H -1.3066 1.0438 1.0772
H 0.8765 0.4603 -0.9222
H 0.3325 2.0187 0.0821
H 3.5181 0.2505 0.8065
```

As for the lowest unoccupied orbital energy: 0.75 eV. The calculation puts the total energy at -10914.5873 eV. For the gap between HOMO and LUMO, the calculation gives 9.22 eV. As for the structure (SMILES): C=C(N)CCC(=O)O.

natural (NBO) atomic charge list, values in e, 8 entries: number 1, C, carries -0.542; number 2, C, carries 0.188; number 3, N, carries -0.823; number 4, C, carries -0.428; number 5, C, carries -0.509; number 6, C, carries 0.790; number 7, O, carries -0.607; number 8, O, carries -0.693


Results for relative energy (zero: lowest compared OMol25 entry of this formula, charge and spin): 33.5; 352.3; 191.8 (in kJ/mol, following the order of the records).